(1)
Entry from OMol25: 10 unconnected molecules or ions with the total composition C51H65N4O12 in a non-equilibrium geometry (ωB97M-V/def2-TZVPD).

Geometry as XYZ:
```
132
Properties=species:S:1:pos:R:3:lowdin_charge:R:1
C -1.90 -3.86 0.54 -0.074
C -1.19 -2.78 -0.35 -0.224
C -0.50 -1.80 0.53 -0.122
N 0.43 -0.81 -0.28 -0.217
C -0.39 -0.09 -1.30 -0.103
C 0.55 0.77 -2.21 -0.169
C 1.73 0.12 -2.81 -0.187
C 2.55 -0.78 -1.86 -0.146
C 1.65 -1.62 -0.91 -0.061
C 1.01 0.21 0.78 0.052
H -2.46 -4.63 0.01 0.079
H -2.56 -3.40 1.26 0.078
H -1.16 -4.42 1.12 0.071
H -2.01 -2.33 -0.90 0.112
H -0.51 -3.30 -1.02 0.107
H 0.19 -2.21 1.28 0.134
H -1.17 -1.13 1.07 0.138
H -0.98 -0.77 -1.92 0.124
H -1.22 0.41 -0.80 0.142
H -0.07 1.22 -2.99 0.128
H 0.88 1.63 -1.64 0.114
H 1.46 -0.47 -3.69 0.118
H 2.38 0.86 -3.28 0.124
H 3.19 -1.53 -2.32 0.121
H 3.27 -0.23 -1.26 0.106
H 1.18 -2.42 -1.48 0.113
H 2.32 -2.06 -0.16 0.134
H 0.16 0.83 1.06 0.108
H 1.81 0.77 0.30 0.093
H 1.44 -0.25 1.66 0.107
C -2.52 7.18 5.17 -0.018
C -2.62 8.43 5.85 0.024
C -2.25 8.34 7.20 -0.326
C -1.75 7.14 7.81 -0.003
C -1.69 5.95 7.04 -0.044
C -2.11 5.99 5.75 -0.326
O -2.09 4.79 5.01 0.013
O -2.30 9.42 8.00 0.045
H -3.01 7.12 4.21 0.113
H -2.96 9.33 5.37 0.114
H -1.33 7.12 8.80 0.107
H -1.17 5.15 7.53 0.113
H -1.60 4.16 5.55 0.081
H -2.37 9.18 8.93 0.106
C -2.21 -1.88 -6.53 -0.029
C -1.11 -2.75 -6.57 -0.022
C -1.19 -3.94 -5.97 -0.371
C -2.39 -4.31 -5.33 -0.015
C -3.46 -3.44 -5.30 -0.005
C -3.40 -2.19 -5.94 -0.336
O -4.44 -1.30 -5.92 0.050
O -0.06 -4.67 -5.84 0.053
H -2.00 -0.90 -6.91 0.116
H -0.20 -2.41 -7.06 0.122
H -2.37 -5.30 -4.90 0.112
H -4.36 -3.74 -4.78 0.116
H -4.28 -0.66 -6.62 0.103
H -0.16 -5.52 -5.41 0.106
C -7.76 -2.08 0.12 -0.027
C -7.31 -1.04 -0.70 0.010
C -6.66 0.06 -0.01 -0.338
C -6.38 0.06 1.38 -0.011
C -6.74 -1.08 2.13 -0.003
C -7.52 -2.10 1.48 -0.363
O -8.04 -3.01 2.29 0.053
O -6.11 1.01 -0.77 0.036
H -8.20 -2.95 -0.35 0.114
H -7.44 -1.04 -1.78 0.106
H -5.89 0.90 1.84 0.108
H -6.55 -1.30 3.17 0.104
H -7.71 -3.06 3.19 0.108
H -6.52 1.03 -1.64 0.104
C 0.14 -2.54 6.64 -0.010
C -0.50 -3.79 6.85 -0.011
C -1.88 -3.85 6.69 -0.341
C -2.63 -2.70 6.48 -0.011
C -1.98 -1.48 6.33 -0.024
C -0.60 -1.34 6.44 -0.317
O -0.10 -0.08 6.19 0.025
O -2.48 -5.08 6.82 0.032
H 1.21 -2.51 6.58 0.106
H 0.10 -4.66 7.05 0.115
H -3.70 -2.66 6.58 0.117
H -2.61 -0.61 6.17 0.114
H 0.64 0.05 6.79 0.101
H -2.06 -5.70 6.22 0.104
C 2.31 -7.28 0.69 -0.031
C 2.88 -6.67 1.80 -0.016
C 4.21 -6.13 1.72 -0.322
C 4.87 -6.18 0.43 -0.027
C 4.27 -6.74 -0.68 -0.027
C 2.96 -7.30 -0.58 -0.283
O 2.30 -8.05 -1.56 -0.004
O 4.76 -5.59 2.80 0.065
H 1.36 -7.76 0.86 0.109
H 2.40 -6.54 2.76 0.109
H 5.85 -5.77 0.27 0.105
H 4.92 -6.86 -1.53 0.111
H 2.09 -8.94 -1.29 0.099
H 5.48 -5.01 2.54 0.112
C 1.64 9.14 -1.89 0.002
C 1.38 10.04 -2.94 -0.018
C 1.79 9.66 -4.18 -0.314
C 2.38 8.42 -4.52 -0.004
C 2.48 7.48 -3.47 -0.012
C 2.00 7.80 -2.18 -0.350
O 1.87 6.90 -1.20 0.033
O 1.51 10.57 -5.22 0.011
H 1.27 9.41 -0.91 0.110
H 0.91 11.00 -2.83 0.123
H 2.66 8.09 -5.51 0.109
H 2.88 6.52 -3.73 0.104
H 2.21 7.13 -0.33 0.111
H 1.38 10.12 -6.06 0.093
C 3.06 2.79 -9.25 -0.090
C 1.82 3.35 -8.93 -0.321
N 0.80 3.79 -8.72 0.140
H 3.03 2.28 -10.21 0.093
H 3.50 2.16 -8.48 0.088
H 3.86 3.53 -9.33 0.089
C 5.64 -4.77 -7.40 -0.070
C 6.10 -3.35 -7.08 -0.238
N 6.44 -2.23 -6.79 0.088
H 5.16 -5.03 -6.45 0.066
H 6.39 -5.56 -7.48 0.078
H 4.88 -4.75 -8.18 0.076
C 6.74 1.87 7.93 -0.066
C 6.06 1.17 6.85 -0.308
N 5.49 0.58 6.04 0.112
H 6.13 2.60 8.46 0.086
H 7.53 2.51 7.53 0.087
H 6.97 0.96 8.49 0.089
```

Summary:
Total charge = +1
HOMO-LUMO gap = 7.158 eV
HOMO = -9.27 eV
Calculated total energy = -84459.399 eV
LUMO energy = -2.11 eV
2S+1 = 1


(2)
Entry from OMol25: a molecular structure, C51H67ClN5O8SiSn in a non-equilibrium geometry (ωB97M-V/def2-TZVPD).

Geometry as XYZ:
```
134
Properties=species:S:1:pos:R:3:lowdin_charge:R:1
Sn 1.39 -1.27 -1.49 1.352
C 2.21 -4.71 2.78 -0.063
C 1.89 -4.47 1.30 -0.367
C 1.13 -5.67 0.75 -0.060
C 3.17 -4.17 0.53 -0.140
C 4.09 -5.19 0.32 -0.058
C 5.29 -4.95 -0.34 -0.085
C 5.58 -3.67 -0.77 -0.037
C 4.69 -2.61 -0.58 -0.123
C 5.11 -1.18 -0.90 -0.372
C 5.67 -0.52 0.37 -0.052
C 6.13 -1.08 -2.03 -0.087
C 3.46 -2.88 0.05 -0.218
N 2.52 -1.82 0.28 -0.165
C 2.41 -1.51 1.62 -0.205
C 1.54 -0.80 2.35 -0.110
N 0.31 -0.15 2.03 0.000
C -0.11 0.75 3.06 -0.236
C -0.41 0.17 4.42 -0.100
C -0.66 0.97 5.47 -0.026
C -0.85 2.42 5.47 -0.065
C -0.86 3.26 4.43 -0.044
C -0.49 2.94 3.01 -0.223
C -0.36 4.22 2.16 -0.345
C 0.75 5.11 2.74 -0.050
C -1.63 5.08 2.04 -0.054
C -0.59 -1.34 4.57 -0.370
C 0.13 -1.92 5.78 -0.070
C -2.09 -1.66 4.61 -0.051
H 1.29 -4.93 3.34 0.073
H 2.67 -3.83 3.23 0.065
H 2.90 -5.55 2.90 0.075
H 1.24 -3.60 1.23 0.118
H 1.68 -6.61 0.89 0.074
H 0.94 -5.54 -0.31 0.047
H 0.16 -5.77 1.25 0.081
H 3.88 -6.19 0.69 0.105
H 6.00 -5.75 -0.49 0.095
H 6.53 -3.48 -1.25 0.100
H 4.22 -0.63 -1.19 0.076
H 6.54 -1.08 0.73 0.081
H 4.93 -0.49 1.16 0.061
H 5.99 0.51 0.15 0.077
H 7.10 -1.50 -1.73 0.069
H 6.29 -0.02 -2.28 0.084
H 5.78 -1.58 -2.93 0.054
H 3.20 -1.92 2.24 0.117
H 1.79 -0.72 3.39 0.115
H -0.86 0.49 6.42 0.104
H -1.11 2.84 6.44 0.101
H -1.13 4.29 4.64 0.104
H -0.05 3.93 1.16 0.125
H 0.45 5.56 3.68 0.079
H 0.99 5.91 2.04 0.085
H 1.67 4.54 2.92 0.073
H -2.01 5.38 3.02 0.080
H -2.46 4.61 1.51 0.049
H -1.39 5.99 1.49 0.086
H -0.19 -1.82 3.68 0.110
H -0.35 -1.60 6.72 0.069
H 1.17 -1.60 5.81 0.080
H 0.10 -3.01 5.75 0.076
H -2.56 -1.21 5.49 0.079
H -2.25 -2.75 4.65 0.077
H -2.60 -1.27 3.73 0.076
C -4.22 5.44 -4.18 -0.058
O -3.68 5.45 -2.86 -0.104
C -4.44 4.76 -1.94 -0.247
C -5.74 5.11 -1.64 -0.019
C -6.45 4.39 -0.68 -0.097
C -5.85 3.32 -0.05 -0.089
C -4.53 2.96 -0.35 -0.024
C -3.81 3.69 -1.29 -0.162
N -2.48 3.42 -1.64 0.150
C -1.80 2.25 -1.22 -0.337
N -1.61 2.27 0.15 0.177
C -0.94 1.44 1.01 -0.118
C 0.15 0.66 0.84 -0.175
C 1.38 1.53 0.63 -0.014
C 1.70 2.13 1.78 -0.034
C 0.82 2.05 3.02 -0.080
C -1.25 1.63 2.47 -0.226
O -2.57 1.29 2.85 -0.074
C -3.51 2.29 3.17 -0.067
N -1.47 1.27 -1.95 0.183
C -1.88 1.31 -3.31 -0.200
C -1.21 2.11 -4.24 -0.033
C -1.62 2.20 -5.56 -0.096
C -2.74 1.48 -5.96 -0.102
C -3.40 0.67 -5.06 -0.014
C -2.98 0.56 -3.73 -0.234
O -3.75 -0.23 -2.95 -0.079
C -3.19 -0.90 -1.81 -0.053
H -5.18 5.97 -4.22 0.079
H -4.35 4.41 -4.53 0.097
H -3.51 5.95 -4.81 0.091
H -6.20 5.94 -2.15 0.114
H -7.47 4.67 -0.44 0.097
H -6.40 2.73 0.67 0.101
H -4.09 2.10 0.13 0.106
H -2.21 3.77 -2.54 0.124
H -2.08 3.03 0.59 0.096
H 1.97 1.59 -0.27 0.093
H 2.64 2.67 1.87 0.110
H 1.40 2.20 3.93 0.147
H -3.43 2.61 4.21 0.084
H -4.50 1.86 3.01 0.091
H -3.42 3.18 2.53 0.064
H -0.33 2.64 -3.90 0.123
H -1.06 2.81 -6.26 0.100
H -3.09 1.54 -6.99 0.096
H -4.27 0.09 -5.35 0.115
H -3.89 -1.69 -1.57 0.090
H -3.08 -0.24 -0.96 0.069
H -2.22 -1.33 -2.05 0.086
C -0.70 -5.30 -2.79 -0.171
Si 0.81 -4.25 -3.19 0.247
C 0.56 -3.53 -4.89 -0.179
C 2.32 -5.34 -3.27 -0.157
O 0.97 -3.11 -2.03 -0.534
H -0.57 -6.34 -3.10 0.024
H -1.59 -4.91 -3.30 0.022
H -0.89 -5.29 -1.72 0.011
H 0.32 -4.32 -5.62 0.032
H 1.46 -3.01 -5.21 0.017
H -0.25 -2.80 -4.89 0.030
H 2.16 -6.21 -3.92 0.027
H 2.62 -5.70 -2.28 0.013
H 3.17 -4.77 -3.68 0.036
O 4.20 -1.15 -4.22 -0.345
Cl 3.10 -0.23 -4.18 0.652
O 3.17 0.72 -5.25 -0.331
O 3.10 0.48 -2.89 -0.473
O 1.84 -0.98 -4.24 -0.460
```

Summary:
Total charge = -1
HOMO-LUMO gap = 6.350 eV
HOMO = -4.28 eV
Calculated total energy = -104029.502 eV
LUMO energy = 2.07 eV
Energy relative to the best compared isomer or geometry (same formula, charge and spin) = 3.907 eV
2S+1 = 1


(3)
Entry from OMol25: a molecular structure, C51H67LiNO6 in a non-equilibrium geometry (ωB97M-V/def2-TZVPD).

Geometry as XYZ:
```
126
Properties=species:S:1:pos:R:3:lowdin_charge:R:1
Li 0.97 -2.05 0.50 0.599
C 3.59 -2.39 -1.20 -0.072
O 2.59 -1.53 -0.73 -0.187
C 2.35 -0.44 -1.53 -0.184
C 2.73 0.83 -1.09 -0.104
C 3.27 1.03 0.30 -0.076
C 2.24 1.56 1.27 -0.127
C 2.25 2.86 1.71 -0.016
C 1.38 3.33 2.70 -0.204
C 0.48 2.41 3.24 -0.009
C 0.44 1.10 2.81 -0.134
C -0.43 0.06 3.47 -0.083
C -1.63 -0.29 2.62 -0.111
C -2.73 0.55 2.60 0.029
C -3.86 0.27 1.84 -0.167
C -3.80 -0.84 1.01 0.012
C -2.71 -1.69 0.98 -0.115
C -2.65 -2.82 -0.02 -0.080
C -2.16 -2.26 -1.34 -0.128
C -3.02 -1.66 -2.22 -0.012
C -2.61 -1.12 -3.44 -0.196
C -1.25 -1.22 -3.73 -0.004
C -0.35 -1.82 -2.87 -0.130
C 1.12 -1.89 -3.20 -0.078
C 1.77 -0.60 -2.79 -0.118
C 1.73 0.49 -3.65 0.020
C 2.19 1.74 -3.28 -0.171
C 2.63 1.90 -1.96 0.018
C 2.24 2.93 -4.23 -0.556
C 3.68 3.47 -4.29 -0.054
C 1.29 4.02 -3.73 -0.044
C 1.83 2.55 -5.66 -0.070
C -0.76 -2.36 -1.61 -0.352
O 0.05 -2.92 -0.82 -0.141
C -3.62 -0.49 -4.38 -0.561
C -4.25 0.74 -3.69 -0.051
C -3.00 -0.02 -5.70 -0.075
C -4.72 -1.51 -4.71 -0.059
C -1.64 -1.44 1.84 -0.180
O -0.62 -2.37 1.94 -0.184
C -0.93 -3.41 2.82 -0.073
C -5.12 1.12 1.87 -0.555
C -5.06 2.22 2.93 -0.071
C -5.30 1.78 0.49 -0.043
C -6.33 0.23 2.19 -0.053
C 1.31 0.62 1.79 -0.342
O 1.29 -0.59 1.40 -0.117
C 1.48 4.77 3.17 -0.565
C 2.90 5.03 3.71 -0.060
C 0.50 5.11 4.29 -0.079
C 1.21 5.72 1.99 -0.057
H 4.06 -2.00 -2.12 0.107
H 3.18 -3.38 -1.41 0.091
H 4.36 -2.49 -0.43 0.085
H 4.13 1.70 0.27 0.118
H 3.58 0.05 0.69 0.118
H 2.98 3.54 1.28 0.104
H -0.19 2.70 4.03 0.097
H -0.77 0.41 4.46 0.118
H 0.18 -0.84 3.59 0.113
H -2.69 1.43 3.23 0.106
H -4.63 -1.07 0.36 0.107
H -3.63 -3.28 -0.13 0.122
H -1.91 -3.56 0.29 0.104
H -4.07 -1.60 -1.95 0.103
H -0.86 -0.82 -4.65 0.096
H 1.27 -2.07 -4.27 0.122
H 1.52 -2.73 -2.63 0.094
H 1.32 0.33 -4.64 0.100
H 2.94 2.87 -1.60 0.113
H 4.02 3.78 -3.31 0.071
H 3.74 4.32 -4.97 0.077
H 4.35 2.69 -4.66 0.087
H 1.59 4.37 -2.74 0.076
H 0.28 3.63 -3.65 0.089
H 1.29 4.87 -4.41 0.078
H 2.48 1.77 -6.06 0.084
H 1.92 3.43 -6.31 0.078
H 0.80 2.21 -5.70 0.077
H -3.48 1.45 -3.42 0.088
H -4.77 0.44 -2.78 0.062
H -4.97 1.23 -4.35 0.075
H -2.24 0.73 -5.52 0.075
H -3.77 0.41 -6.34 0.077
H -2.55 -0.86 -6.22 0.081
H -5.22 -1.85 -3.81 0.068
H -4.28 -2.37 -5.20 0.085
H -5.47 -1.07 -5.38 0.074
H -0.97 -3.05 3.86 0.098
H -0.15 -4.16 2.71 0.081
H -1.91 -3.86 2.59 0.098
H -4.26 2.92 2.73 0.081
H -4.93 1.80 3.92 0.084
H -6.00 2.78 2.93 0.078
H -4.42 2.37 0.25 0.093
H -6.18 2.43 0.49 0.079
H -5.42 1.03 -0.28 0.067
H -6.21 -0.23 3.17 0.086
H -6.45 -0.56 1.45 0.070
H -7.25 0.83 2.20 0.077
H 3.10 4.37 4.54 0.084
H 3.00 6.07 4.05 0.074
H 3.65 4.85 2.94 0.069
H 0.69 4.50 5.17 0.079
H -0.53 4.95 3.97 0.079
H 0.60 6.16 4.58 0.076
H 1.92 5.55 1.19 0.070
H 1.27 6.76 2.30 0.074
H 0.21 5.54 1.59 0.086
O 4.22 -2.93 2.36 0.126
C 3.09 -3.63 2.29 -0.475
O 2.22 -3.45 1.49 0.103
C 3.02 -4.78 3.33 -0.222
N 4.31 -4.86 4.03 -0.044
C 4.97 -6.11 3.64 -0.200
C 4.31 -6.49 2.32 -0.160
C 2.85 -6.10 2.57 -0.126
H 2.18 -4.58 4.00 0.155
H 4.23 -4.76 5.03 0.124
H 4.75 -3.33 3.08 0.102
H 4.81 -6.90 4.39 0.113
H 6.05 -5.94 3.55 0.110
H 4.43 -7.55 2.08 0.110
H 4.71 -5.90 1.50 0.117
H 2.36 -6.85 3.20 0.117
H 2.28 -5.96 1.66 0.121
```

Summary:
Total charge = -1
HOMO-LUMO gap = 5.516 eV
HOMO = -3.58 eV
Calculated total energy = -67960.747 eV
LUMO energy = 1.93 eV
2S+1 = 1